C2H4BaLiO4 | wB97M-V/def2-TZVPD

Maximum force, hartree/bohr: 0.0806
HOMO-LUMO gap, eV: 11.124
Charge: +3
LUMO level, hartree: -0.467

XYZ file:
```
12
Properties=species:S:1:pos:R:3:mulliken_charge:R:1
O -0.90022 -0.43562 2.19654 0.123
C -1.45732 0.27576 3.06679 0.052
H -1.67983 -0.24279 4.00438 0.319
H -1.88343 1.23919 2.76449 0.350
C 3.38861 0.70100 -1.47492 0.081
O 2.17686 0.94956 -1.52113 0.024
O 1.44950 0.60969 -0.37347 -0.599
Li 0.46936 1.85735 0.82844 0.918
H 3.95346 1.01529 -2.35606 0.326
H 3.81200 0.21370 -0.58884 0.344
Ba -0.03333 -1.17293 -0.74403 1.780
O -0.61570 0.20170 1.00193 -0.717
```

C2H4Br2N | wB97M-V/def2-TZVPD

Maximum force, hartree/bohr: 0.1062
HOMO-LUMO gap (alpha / beta), eV: 8.119 / 8.117
Charge: +1
LUMO level (alpha / beta), hartree: -0.196 / -0.196
Energy above the lowest of the compared OMol25 structures with the same formula, charge and spin, eV: 2.769

XYZ file:
```
9
Properties=species:S:1:pos:R:3:mulliken_charge:R:1
C -0.79593 0.15272 -0.72362 -0.300
C 0.69000 0.38160 0.69691 -0.259
N 0.09002 -0.76439 0.02537 -0.115
Br -2.31371 0.96494 0.02078 0.045
Br 2.32212 0.96008 -0.04538 0.033
H -0.45755 0.39984 -1.66317 0.474
H 0.19787 0.65485 1.65754 0.431
H -0.23659 -1.46272 0.72502 0.348
H 0.50376 -1.28691 -0.69346 0.342
```

C2H4BrClIN | wB97M-V/def2-TZVPD

Maximum force, hartree/bohr: 0.0437
HOMO-LUMO gap, eV: 8.497
SMILES string: C/N=C\Br.ClI
LUMO level, hartree: -0.045
Energy above the lowest of the compared OMol25 structures with the same formula, charge and spin, eV: 0.149

XYZ file:
```
10
Properties=species:S:1:pos:R:3:mulliken_charge:R:1
C 0.18994 -0.41208 1.06768 -0.686
C 1.49978 -1.08965 -0.79887 -0.220
N 1.33282 -0.38686 0.19616 -0.291
Cl -0.50679 0.32616 -2.20766 -0.031
Br 0.37097 -2.49921 -1.58313 -0.156
I -1.35908 2.37167 -2.85341 0.028
H 0.46039 -0.41835 2.09329 0.297
H -0.40134 0.50550 1.09882 0.283
H -0.44310 -1.17567 0.76701 0.315
H 2.32456 -0.79218 -1.44820 0.460
```

C2H4BrClO2S | wB97M-V/def2-TZVPD

Maximum force, hartree/bohr: 0.1214
HOMO-LUMO gap (alpha / beta), eV: 8.942 / 6.290
Spin multiplicity: 3
LUMO level (alpha / beta), hartree: 0.020 / -0.154
Energy above the lowest of the compared OMol25 structures with the same formula, charge and spin, eV: 0.000

XYZ file:
```
11
Properties=species:S:1:pos:R:3:mulliken_charge:R:1
C 0.20954 -1.29450 -1.18909 -0.852
C 2.51271 0.14856 -0.30022 -0.595
O 1.21623 0.78107 -2.47795 -0.563
O 0.10526 1.24755 -0.35310 -0.620
S 0.83016 0.33962 -1.21512 1.142
Cl 3.70788 -0.59191 -1.17355 -0.091
Br 1.84474 -1.37772 1.92878 0.020
H -0.23459 -1.42084 -0.19626 0.303
H -0.46872 -1.28585 -1.98104 0.391
H 1.07968 -1.94203 -1.24900 0.331
H 2.88040 0.86072 0.44888 0.535
```

C2H4BrFO | wB97M-V/def2-TZVPD

Maximum force, hartree/bohr: 0.0864
HOMO-LUMO gap, eV: 10.279
LUMO level, hartree: 0.016
Energy above the lowest of the compared OMol25 structures with the same formula, charge and spin, eV: 2.787

XYZ file:
```
9
Properties=species:S:1:pos:R:3:mulliken_charge:R:1
C -0.08003 -0.16053 -1.92838 -0.457
C -0.22165 -0.29806 2.35388 -0.019
O 0.32086 0.32545 1.41299 -0.108
F 0.29915 -0.00012 3.53599 -0.156
Br -1.85820 -0.60848 -1.18725 -0.145
H 0.32648 0.35393 -0.95188 0.060
H 0.49654 -0.98702 -2.19012 0.289
H -0.33715 0.42875 -2.75320 0.265
H 1.05401 0.94607 1.70797 0.272
```

C2H4BrFO | wB97M-V/def2-TZVPD

Maximum force, hartree/bohr: 0.1171
HOMO-LUMO gap, eV: 9.619
SMILES string: C=C(O)F.Br
LUMO level, hartree: 0.013
Energy above the lowest of the compared OMol25 structures with the same formula, charge and spin, eV: 1.632

XYZ file:
```
9
Properties=species:S:1:pos:R:3:mulliken_charge:R:1
C -0.89124 0.80839 0.49129 -0.705
C -0.81955 -0.44509 0.18191 0.556
O -0.79566 -0.80460 -1.10376 -0.483
F -0.90271 -1.50450 1.00690 -0.247
Br 3.07995 -0.14627 0.07239 -0.224
H -0.93653 1.22691 1.57386 0.209
H 2.68897 1.15522 -0.66912 0.214
H -0.81536 1.48899 -0.22787 0.330
H -0.60786 -1.77905 -1.32559 0.350
```